1.
Below is a 7-piece molecular cluster, C20H27BF6IN2O19P overall in a non-equilibrium geometry, with properties calculated with ωB97M-V with the def2-TZVPD basis set.

Bonds (Å) are listed after each position.
Element x y z (Å)
1 C -6.1250 1.8131 4.9928  C2 1.532, H9 1.096, H10 1.090, H11 1.086
2 C -4.7999 1.0614 5.1522  C1 1.532, N3 1.452, H12 1.088, H13 1.097
3 N -3.6439 1.9377 5.2198  C2 1.452, P4 1.695, H14 1.008
4 P -2.6866 2.3327 3.8784  N3 1.695, I5 2.476, B6 1.937
5 I -3.9810 4.1525 2.8085  P4 2.476
6 B -2.6497 0.9972 2.4753  P4 1.937, N7 1.466, O8 1.382
7 N -2.7168 1.3959 1.0659  B6 1.466, H15 1.014, H16 1.018
8 O -2.3934 -0.3319 2.7547  B6 1.382, H17 0.976
9 H -6.9309 1.0722 5.0406  C1 1.096
10 H -6.2784 2.5013 5.8239  C1 1.090
11 H -6.2045 2.3171 4.0338  C1 1.086
12 H -4.7574 0.2733 4.4036  C2 1.088
13 H -4.8798 0.5373 6.1121  C2 1.097
14 H -3.0477 1.7542 6.0119  N3 1.008
15 H -3.5665 1.9211 0.8927  N7 1.014
16 H -1.9559 2.0268 0.8203  N7 1.018
17 H -3.1820 -0.8451 3.0124  O8 0.976
18 C 1.2243 3.1974 -0.2770  C19 1.514, O23 1.441, H25 1.083, H26 1.086
19 C 2.2117 3.9071 0.6254  C18 1.514, O20 1.422, F24 1.359, H27 1.082
20 O 1.4257 4.9739 1.1423  C19 1.422, C21 1.360
21 C 0.1266 4.5712 1.1541  O20 1.360, O22 1.183, O23 1.359
22 O -0.7468 5.1096 1.7439  C21 1.183
23 O -0.0240 3.4535 0.3966  C18 1.441, C21 1.359
24 F 3.2660 4.4177 -0.0642  C19 1.359
25 H 1.1884 3.6159 -1.2749  C18 1.083
26 H 1.4089 2.1304 -0.3561  C18 1.086
27 H 2.5846 3.3119 1.4485  C19 1.082
28 C 4.6642 -0.6970 0.9831  C29 1.511, O33 1.435, H35 1.089, H36 1.086
29 C 3.8039 0.3623 0.3335  C28 1.511, O30 1.420, F34 1.360, H37 1.091
30 O 3.4936 1.2109 1.4285  C29 1.420, C31 1.372
31 C 4.5247 1.1142 2.3284  O30 1.372, O32 1.182, O33 1.352
32 O 4.7079 1.8716 3.2177  C31 1.182
33 O 5.2939 0.0409 2.0401  C28 1.435, C31 1.352
34 F 2.6535 -0.1486 -0.1802  C29 1.360
35 H 4.0569 -1.4968 1.4038  C28 1.089
36 H 5.4075 -1.1197 0.3137  C28 1.086
37 H 4.3065 0.9457 -0.4401  C29 1.091
38 C -2.5926 -4.8025 5.0076  C39 1.512, O43 1.440, H45 1.090, H46 1.086
39 C -3.1256 -5.2266 3.6574  C38 1.512, O40 1.418, F44 1.356, H47 1.091
40 O -4.1369 -4.2610 3.4211  C39 1.418, C41 1.356
41 C -3.7923 -3.1318 4.0878  O40 1.356, O42 1.191, O43 1.343
42 O -4.3099 -2.0735 3.9157  C41 1.191
43 O -2.8136 -3.3798 4.9738  C38 1.440, C41 1.343
44 F -3.6854 -6.4615 3.6889  C39 1.356
45 H -3.1753 -5.2395 5.8185  C38 1.090
46 H -1.5419 -5.0344 5.1508  C38 1.086
47 H -2.3934 -5.1869 2.8502  C39 1.091
48 C 0.2714 1.2358 -4.1836  C49 1.511, O53 1.436, H55 1.090, H56 1.086
49 C 1.2635 1.3842 -5.3141  C48 1.511, O50 1.429, F54 1.353, H57 1.091
50 O 1.8437 2.6617 -5.0449  C49 1.429, C51 1.367
51 C 1.7625 2.8651 -3.6954  O50 1.367, O52 1.183, O53 1.356
52 O 2.3632 3.6980 -3.1078  C51 1.183
53 O 0.9071 1.9768 -3.1307  C48 1.436, C51 1.356
54 F 0.6527 1.4130 -6.5212  C49 1.353
55 H -0.6862 1.6952 -4.4279  C48 1.090
56 H 0.1106 0.2048 -3.8845  C48 1.086
57 H 2.0504 0.6293 -5.3297  C49 1.091
58 C 2.6633 3.1978 -7.9127  C59 1.512, O63 1.438, H65 1.087, H66 1.085
59 C 3.5895 4.1028 -8.6942  C58 1.512, O60 1.420, F64 1.355, H67 1.091
60 O 4.5884 3.1969 -9.1383  C59 1.420, C61 1.364
61 C 4.0169 1.9628 -9.2421  O60 1.364, O62 1.184, O63 1.356
62 O 4.4938 1.0396 -9.8097  C61 1.184
63 O 2.8203 1.9466 -8.6048  C58 1.438, C61 1.356
64 F 4.1591 5.0537 -7.9152  C59 1.355
65 H 2.9843 3.0841 -6.8802  C58 1.087
66 H 1.6288 3.5252 -7.9314  C58 1.085
67 H 3.1331 4.5846 -9.5599  C59 1.091
68 C -0.7733 -7.4287 0.9121  C69 1.513, O73 1.438, H75 1.091, H76 1.086
69 C 0.2958 -7.3596 -0.1560  C68 1.513, O70 1.419, F74 1.353, H77 1.090
70 O 1.0954 -6.2773 0.2947  C69 1.419, C71 1.362
71 C 0.9824 -6.2132 1.6506  O70 1.362, O72 1.184, O73 1.357
72 O 1.6999 -5.5998 2.3647  C71 1.184
73 O -0.0663 -6.9627 2.0749  C68 1.438, C71 1.357
74 F -0.2140 -7.0658 -1.3749  C69 1.353
75 H -1.6042 -6.7572 0.6928  C68 1.091
76 H -1.1586 -8.4315 1.0700  C68 1.086
77 H 0.9147 -8.2536 -0.2381  C69 1.090

LUMO level in eV: -0.03
Gap between HOMO and LUMO in hartree: 0.2820
E in Ha: -3580.6303
SMILES string: O=C1OC[C@@H](F)O1.O=C1OC[C@@H](F)O1.O=C1OC[C@@H](F)O1.O=C1OC[C@@H](F)O1.O=C1OC[C@@H](F)O1.O=C1OC[C@@H](F)O1.CCNP(I)B(N)O
Net charge: 0
Multiplicity: 1

=====

2.
Below is an isolated ion of composition C5H11N2S and charge +1 in a non-equilibrium geometry, with properties calculated with ωB97M-V with the def2-TZVPD basis set.

Bonds (Å) are listed after each position.
Element x y z (Å)
1 C -0.4005 0.2237 1.4592  C2 1.307, N6 1.373, H9 1.070
2 C -1.5521 -0.2079 1.0176  C1 1.307, N7 1.587, H10 1.075
3 C 0.1198 -0.2609 -0.7717  N6 1.492, N7 1.478, H11 1.253, H12 1.052
4 C -2.2076 0.1396 -1.4810  N7 1.453, H13 1.026, H14 1.124, H15 1.169
5 C 3.2218 0.0729 0.9103  S8 1.824, H16 1.097, H17 1.190, H18 1.030
6 N 0.6358 0.1671 0.5607  C1 1.373, C3 1.492, S8 1.653
7 N -1.3181 -0.4976 -0.5247  C2 1.587, C3 1.478, C4 1.453, H19 1.044
8 S 1.8695 1.2653 0.6318  C5 1.824, N6 1.653
9 H -0.1483 0.4104 2.4821  C1 1.070
10 H -2.5747 0.0113 1.2655  C2 1.075
11 H 0.1912 0.7201 -1.5488  C3 1.253
12 H 0.7243 -0.9977 -1.2159  C3 1.052
13 H -1.8155 1.0195 -1.8351  C4 1.026
14 H -2.4836 -0.5190 -2.3495  C4 1.124
15 H -3.1626 0.4682 -0.8916  C4 1.169
16 H 3.1200 -0.7034 0.1425  C5 1.097
17 H 3.1489 -0.4491 1.9773  C5 1.190
18 H 4.0603 0.6652 0.8260  C5 1.030
19 H -1.4284 -1.5275 -0.6546  N7 1.044

LUMO level in eV: -3.07
Gap between HOMO and LUMO in hartree: 0.3592
Relative energy (zero: lowest compared OMol25 entry of this formula, charge and spin) in kcal/mol: 77.4
E in Ha: -704.4672
SMILES string: CSN1C=C[N@@H+](C)C1
Net charge: +1
Multiplicity: 1

=====

3.
Below is a 2-piece molecular cluster, C2H2N4 overall in a non-equilibrium geometry, with properties calculated with ωB97M-V with the def2-TZVPD basis set.

Bonds (Å) are listed after each position.
Element x y z (Å)
1 C -0.7446 -0.9086 -0.5968  N3 1.389, N4 1.419, H7 1.062
2 C 0.7711 0.8602 -0.4108  N5 1.416, N6 1.506, H8 1.063
3 N -1.8072 -0.4745 -1.3789  C1 1.389, N4 1.269
4 N -0.9306 -1.1687 -1.9794  C1 1.419, N3 1.269
5 N 1.9720 0.4995 -1.0689  C2 1.416, N6 1.206
6 N 1.2977 1.2021 -1.7801  C2 1.506, N5 1.206
7 H -0.8438 -1.5268 0.2616  C1 1.062
8 H 0.7490 1.5515 0.3963  C2 1.063

LUMO level (spin up / spin down) in eV: -0.23 / -0.23
Gap between HOMO and LUMO (spin up / spin down) in hartree: 0.3382 / 0.3382
Relative energy (zero: lowest compared OMol25 entry of this formula, charge and spin) in kcal/mol: 167.6
E in Ha: -296.1578
Net charge: 0
Multiplicity: 1